Entry 1:
The following is a quantum chemistry calculation of a single C7H7NO3S2 molecule, from the Open Molecules 2025 dataset.

The geometry in XYZ format:
```
20
C7H7NO3S2 | the Open Molecules 2025 dataset | ωB97M-V/def2-TZVPD
C -0.0362 1.8997 -2.0066
C 1.3700 1.8430 -2.1618
C -0.7549 0.9049 -1.2978
C 2.0807 0.8378 -1.5782
C -0.0339 -0.2051 -0.8168
C 1.3832 -0.2065 -0.9193
C -0.5700 -1.4433 -0.0889
N -1.0485 -1.1760 3.8335
O -2.1662 0.7120 2.5835
O -1.1004 -1.0309 1.1826
O 0.4591 -2.3563 0.0756
S 2.1084 -1.6533 -0.2459
S -0.9086 0.0435 2.6040
H -0.4914 2.6325 -2.5975
H 1.9976 2.5335 -2.9342
H -1.7862 1.0156 -1.0332
H 3.1864 0.9805 -1.6625
H -1.3028 -2.0626 -0.6567
H -0.3689 -1.9218 3.6421
H -2.0177 -1.3474 4.0779
```

Properties
charge: 0
frontier orbital gap: 8.389 eV
2S+1: 1
LUMO: 0.01 eV
total energy: -36672.52210 eV
HOMO energy: -8.37 eV
energy above the lowest of the compared OMol25 structures with the same formula, charge and spin: 103.0 kJ/mol

Entry 2:
The following is a quantum chemistry calculation of a molecular structure, C7H7NO5Pm, from the Open Molecules 2025 dataset.

The geometry in XYZ format:
```
21
C7H7NO5Pm | the Open Molecules 2025 dataset | ωB97M-V/def2-TZVPD
O 0.4441 -3.1610 -3.1672
C 0.6999 -2.0751 -2.7549
Pm 1.2974 0.0940 -1.7748
O -3.0661 0.1081 -4.6055
C -2.0355 0.1502 -4.1125
C 3.2021 0.1279 -3.5343
O 3.9145 0.1328 -4.4592
C 0.6600 2.3828 -2.5866
O 0.3628 3.4993 -2.7550
C 0.3162 -1.2744 2.6242
N -0.4717 -0.0420 2.3795
C -1.2972 0.6140 3.3988
C -0.3972 0.4652 1.1633
O 0.4746 0.0633 0.2995
H 0.2190 -1.5283 3.6932
H 1.3703 -1.0862 2.3544
H -0.0815 -2.0903 1.9885
H -0.9963 1.6680 3.5246
H -2.3639 0.5998 3.1305
H -1.1666 0.0976 4.3502
H -1.0851 1.2541 0.8433
```

Properties
charge: +3
frontier orbital gap (alpha / beta): 6.433 / 6.746 eV
2S+1: 5
LUMO (alpha / beta): -14.29 / -13.99 eV
total energy: -35622.19777 eV
HOMO energy (alpha / beta): -20.72 / -20.74 eV
energy above the lowest of the compared OMol25 structures with the same formula, charge and spin: 0.0 kJ/mol
expectation value of S²: 6.004

Entry 3:
The following is a quantum chemistry calculation of 2 unconnected molecules or ions with the total composition C7H7NS2, from the Open Molecules 2025 dataset.

The geometry in XYZ format:
```
17
C7H7NS2 | the Open Molecules 2025 dataset | ωB97M-V/def2-TZVPD
C 3.6695 0.3194 -1.0504
N 3.0014 0.5498 -0.0989
S 2.2996 0.8358 1.2198
H 4.4675 -0.2929 -1.3454
C 0.1266 -2.2902 -0.0143
C -0.0547 -1.2369 -0.8027
C -0.7793 -0.1278 -0.2832
C -1.4952 0.1371 0.8904
C -2.1817 1.3441 0.9493
C -2.0479 2.1249 -0.1604
S -0.9911 1.3181 -1.2596
H -0.0139 -2.1948 1.1424
H 0.4966 -3.3330 -0.3927
H 0.1322 -1.2270 -1.8540
H -1.6073 -0.5485 1.8267
H -2.7080 1.5666 1.7475
H -2.3144 3.0553 -0.5145
```

Properties
charge: 0
frontier orbital gap: 8.081 eV
2S+1: 1
LUMO: 0.03 eV
total energy: -30528.82943 eV
HOMO energy: -8.05 eV
energy above the lowest of the compared OMol25 structures with the same formula, charge and spin: 423.1 kJ/mol
structure (SMILES): C#[N+][S-].C=Cc1cccs1

Entry 4:
The following is a quantum chemistry calculation of a single C7H7OP molecule, from the Open Molecules 2025 dataset.

The geometry in XYZ format:
```
16
C7H7OP | the Open Molecules 2025 dataset | ωB97M-V/def2-TZVPD
C 0.3067 -1.7392 0.6391
C 1.0188 -0.9681 1.5960
C -0.4401 -1.1382 -0.3204
C 1.1248 0.3590 1.4253
C -0.3608 0.2920 -0.5587
C 0.5460 1.0201 0.2822
C -1.7326 0.4142 -2.4300
O -0.9973 1.0970 -1.5363
P 0.3115 2.7867 0.6118
H 0.4144 -2.9011 0.8594
H 1.4588 -1.3324 2.4500
H -0.9005 -1.7431 -0.9953
H 1.7251 0.9242 2.1623
H -2.1452 0.7591 -3.4689
H -1.8225 -0.6366 -2.2241
H 1.4930 2.8063 1.5076
```

Properties
charge: 0
frontier orbital gap (alpha / beta): 8.010 / 8.263 eV
2S+1: 3
LUMO (alpha / beta): 0.81 / -1.04 eV
total energy: -18703.69115 eV
HOMO energy (alpha / beta): -7.20 / -9.30 eV
expectation value of S²: 2.017

Entry 5:
The following is a quantum chemistry calculation of a single C7H8 molecule, from the Open Molecules 2025 dataset.

The geometry in XYZ format:
```
15
C7H8 | the Open Molecules 2025 dataset | ωB97M-V/def2-TZVPD
C 2.0206 -0.0859 -0.1151
C 0.5424 0.0453 0.1590
C -0.4994 -1.0626 -0.0992
C -1.3544 -0.1103 -0.8751
C -1.5522 -0.4112 0.7217
C -0.6553 0.7701 1.0162
C -0.4266 1.0273 -0.4317
H 2.5403 0.8707 -0.0328
H 2.4911 -0.8119 0.5528
H 2.2107 -0.4546 -1.1429
H -0.4404 -2.1344 -0.2454
H -1.6476 -0.2774 -1.9146
H -2.1602 -0.9217 1.4749
H -0.8623 1.5441 1.7577
H -0.2068 2.0124 -0.8254
```

Properties
charge: 0
frontier orbital gap: 9.567 eV
2S+1: 1
LUMO: 1.20 eV
total energy: -7383.06357 eV
HOMO energy: -8.37 eV
energy above the lowest of the compared OMol25 structures with the same formula, charge and spin: 548.4 kJ/mol
structure (SMILES): C[C@@]12[C@@H]3[C@H]4[C@@H]3[C@@H]1[C@H]42

Entry 6:
The following is a quantum chemistry calculation of a single C7H8 molecule, from the Open Molecules 2025 dataset.

The geometry in XYZ format:
```
15
C7H8 | the Open Molecules 2025 dataset | ωB97M-V/def2-TZVPD
C -2.0548 1.4858 -1.6996
C -1.4257 0.5194 -1.3508
C -0.6486 -0.6610 -0.9374
C 0.3752 -0.2783 0.0954
C 1.3711 0.8148 -0.1436
C 0.4325 -0.8378 1.2585
C 0.3470 -1.1419 2.5135
H -2.6193 2.3316 -2.0274
H -0.1638 -1.0989 -1.8116
H -1.3311 -1.4129 -0.5231
H 1.7620 0.6999 -1.1575
H 0.9275 1.8032 -0.0363
H 2.2079 0.7140 0.5558
H -0.7593 -1.0166 2.5199
H 1.1152 -1.7562 2.9890
```

Properties
charge: 0
frontier orbital gap: 9.364 eV
2S+1: 1
LUMO: 0.91 eV
total energy: -7383.90637 eV
HOMO energy: -8.46 eV
energy above the lowest of the compared OMol25 structures with the same formula, charge and spin: 467.1 kJ/mol
structure (SMILES): C#CCC(C)=C=C

Entry 7:
The following is a quantum chemistry calculation of a single C7H8 molecule, from the Open Molecules 2025 dataset.

The geometry in XYZ format:
```
15
C7H8 | the Open Molecules 2025 dataset | ωB97M-V/def2-TZVPD
C -0.0998 -1.5360 -0.5244
C -0.2607 -0.0861 -0.1153
C 0.1784 1.0109 -0.9802
C 1.0351 0.7305 0.2868
C 2.2572 0.0534 0.0243
C -1.3926 0.1741 0.7468
C -2.3854 0.3381 1.4087
H -0.9962 -1.8677 -1.0555
H 0.7793 -1.6578 -1.1572
H 0.0232 -2.1584 0.3669
H 0.8576 1.4226 1.1113
H 0.6515 0.7616 -1.9234
H -0.3780 1.9445 -0.9587
H 2.9952 0.3895 0.7755
H -3.2649 0.4809 1.9944
```

Properties
charge: 0
frontier orbital gap: 8.250 eV
2S+1: 1
LUMO: -0.20 eV
total energy: -7382.51288 eV
HOMO energy: -8.45 eV
energy above the lowest of the compared OMol25 structures with the same formula, charge and spin: 601.5 kJ/mol

Entry 8:
The following is a quantum chemistry calculation of a single C7H8 molecule, from the Open Molecules 2025 dataset.

The geometry in XYZ format:
```
15
C7H8 | the Open Molecules 2025 dataset | ωB97M-V/def2-TZVPD
C 2.6342 1.2215 -0.0960
C 1.9037 0.1317 -0.0314
C 1.8099 -1.3174 0.2366
C 0.6342 -0.4906 -0.1818
C -0.6112 -0.3261 -0.4198
C -1.8649 -0.0923 -0.6780
C -2.8727 0.2691 0.3806
H 3.6890 1.2157 0.1328
H 2.1965 2.1611 -0.3908
H 1.8395 -1.6751 1.2591
H 2.2329 -2.0124 -0.4801
H -2.2213 -0.1617 -1.6973
H -2.9668 -0.5392 1.1072
H -3.8460 0.4546 -0.0649
H -2.5571 1.1610 0.9238
```

Properties
charge: 0
frontier orbital gap: 9.754 eV
2S+1: 1
LUMO: 0.81 eV
total energy: -7384.71403 eV
HOMO energy: -8.94 eV
energy above the lowest of the compared OMol25 structures with the same formula, charge and spin: 389.1 kJ/mol
structure (SMILES): C=C1CC1=C=CC

Entry 9:
The following is a quantum chemistry calculation of a molecular structure, C7H8, from the Open Molecules 2025 dataset.

The geometry in XYZ format:
```
15
C7H8 | the Open Molecules 2025 dataset | ωB97M-V/def2-TZVPD
C -1.3151 0.5540 1.3224
C -0.5058 0.6395 2.2736
C -1.7616 0.4991 0.0132
C -0.5295 0.3800 -0.5195
C 0.3531 0.4215 0.7371
C -0.0412 0.0374 -1.8683
C 1.1158 -0.8657 1.0105
H -2.7019 0.5169 -0.3797
H 1.1492 1.2386 0.8358
H -0.2204 -1.0364 -2.0435
H 1.0652 0.3405 -1.7866
H -0.5286 0.5015 -2.6833
H 0.3694 -1.6498 0.8777
H 1.5523 -0.6366 2.0267
H 1.9991 -0.9405 0.1840
```

Properties
charge: 0
frontier orbital gap: 9.543 eV
2S+1: 1
LUMO: 0.83 eV
total energy: -7382.64508 eV
HOMO energy: -8.72 eV
energy above the lowest of the compared OMol25 structures with the same formula, charge and spin: 588.8 kJ/mol

Entry 10:
The following is a quantum chemistry calculation of a single C7H8 molecule, from the Open Molecules 2025 dataset.

The geometry in XYZ format:
```
15
C7H8 | the Open Molecules 2025 dataset | ωB97M-V/def2-TZVPD
C 1.0621 1.1272 1.6568
C 0.3798 0.3191 0.5635
C 1.1347 -0.4919 -0.3597
C 0.4575 -1.2218 -1.2967
C -0.9411 -1.0139 -1.5335
C -1.7609 -0.1752 -0.6967
C -1.0749 0.4849 0.3490
H 1.4959 1.9867 1.0084
H 0.3008 1.4750 2.3854
H 1.9006 0.7097 2.1582
H 2.2485 -0.4680 -0.3234
H 0.8654 -1.9950 -2.0328
H -1.4845 -1.5937 -2.3487
H -2.8195 -0.4074 -0.6160
H -1.7646 1.2643 1.0861
```

Properties
charge: 0
frontier orbital gap: 9.714 eV
2S+1: 1
LUMO: 1.08 eV
total energy: -7387.20710 eV
HOMO energy: -8.63 eV
energy above the lowest of the compared OMol25 structures with the same formula, charge and spin: 148.6 kJ/mol
structure (SMILES): Cc1ccccc1

Entry 11:
The following is a quantum chemistry calculation of a single C7H8 molecule, from the Open Molecules 2025 dataset.

The geometry in XYZ format:
```
15
C7H8 | the Open Molecules 2025 dataset | ωB97M-V/def2-TZVPD
C -1.5969 -1.0464 -2.4375
C -0.6999 -1.0623 -1.6342
C 0.3745 -0.8972 -0.6514
C 0.1684 0.4278 0.1298
C 1.4868 1.0433 0.6097
C -0.7421 0.2467 1.2689
C -1.4332 0.1328 2.2487
H -2.3982 -1.0172 -3.1422
H 1.3403 -0.8663 -1.1717
H 0.4129 -1.7469 0.0401
H -0.3016 1.1321 -0.5671
H 2.0232 0.3618 1.2775
H 2.1292 1.2808 -0.2450
H 1.2847 1.9685 1.1573
H -2.0480 0.0425 3.1170
```

Properties
charge: 0
frontier orbital gap: 10.923 eV
2S+1: 1
LUMO: 1.04 eV
total energy: -7384.96898 eV
HOMO energy: -9.89 eV
energy above the lowest of the compared OMol25 structures with the same formula, charge and spin: 364.5 kJ/mol
structure (SMILES): C#CC[C@H](C)C#C

Entry 12:
The following is a quantum chemistry calculation of a single C7H8 molecule, from the Open Molecules 2025 dataset.

The geometry in XYZ format:
```
15
C7H8 | the Open Molecules 2025 dataset | ωB97M-V/def2-TZVPD
C 2.8976 1.2243 -0.0240
C 1.7570 1.0648 -0.3766
C 0.3397 0.8402 -0.6724
C -0.2546 -0.2300 0.2893
C -0.2726 -1.6207 -0.3552
C -1.5952 0.1389 0.7615
C -2.6890 0.4181 1.1813
H 3.9045 1.3702 0.2991
H 0.2119 0.5164 -1.7130
H -0.2022 1.7864 -0.5714
H 0.3972 -0.2665 1.1705
H -0.9241 -1.6239 -1.2361
H 0.7368 -1.9108 -0.6651
H -0.6507 -2.3668 0.3497
H -3.6563 0.6593 1.5626
```

Properties
charge: 0
frontier orbital gap: 10.952 eV
2S+1: 1
LUMO: 1.04 eV
total energy: -7384.96052 eV
HOMO energy: -9.92 eV
energy above the lowest of the compared OMol25 structures with the same formula, charge and spin: 365.3 kJ/mol
structure (SMILES): C#CC[C@H](C)C#C

Entry 13:
The following is a quantum chemistry calculation of a molecular structure, C7H8AsClO9S2Ta, from the Open Molecules 2025 dataset.

The geometry in XYZ format:
```
29
C7H8AsClO9S2Ta | the Open Molecules 2025 dataset | ωB97M-V/def2-TZVPD
Ta -1.2134 1.1488 -0.8072
O 2.2870 1.7461 1.2533
As 1.1015 3.0964 -1.5672
O 1.5610 3.3290 -3.0581
O 0.4659 1.1545 -1.5916
C 2.4659 0.4213 1.0301
C 3.7600 0.0152 0.7105
C 4.0425 -1.3158 0.4976
C 3.0546 -2.2941 0.6193
C 1.7728 -1.9185 0.9392
C 1.4749 -0.5600 1.1330
S -0.2006 -0.2242 1.3785
O -0.9474 -0.7333 0.1461
O -0.7082 -0.6878 2.6088
O -0.4175 1.2863 1.1197
H 1.4606 1.9240 1.7232
H 4.5312 0.7702 0.6475
H 5.0532 -1.6063 0.2454
H 3.2925 -3.3366 0.4680
H 0.9908 -2.6598 1.0376
Cl -1.7301 3.3203 -1.6266
C -4.3137 -1.2020 -0.6070
S -3.8534 0.4099 -1.0977
O -4.9105 1.1003 -1.7217
O -2.5810 0.2293 -2.0070
O -3.1947 1.0852 0.0777
H -4.6316 -1.7300 -1.5037
H -5.1456 -1.0779 0.0849
H -3.4668 -1.6905 -0.1326
```

Properties
charge: +1
frontier orbital gap: 7.164 eV
2S+1: 1
LUMO: -5.63 eV
total energy: -122396.01094 eV
HOMO energy: -12.80 eV
energy above the lowest of the compared OMol25 structures with the same formula, charge and spin: 76.6 kJ/mol

Entry 14:
The following is a quantum chemistry calculation of a molecular structure, C7H8BIrN4S3, from the Open Molecules 2025 dataset.

The geometry in XYZ format:
```
24
C7H8BIrN4S3 | the Open Molecules 2025 dataset | ωB97M-V/def2-TZVPD
Ir 0.6599 -1.1408 -1.0021
S 2.7073 -4.6876 -2.8430
C 1.9111 -3.3083 -2.3904
S 0.2022 -3.2527 -2.1034
S 2.7175 -1.8006 -2.1034
B -0.8026 1.3879 1.0768
N -0.1100 0.1898 1.6921
C -0.0388 0.0654 3.0320
C 0.6332 -1.0968 3.3376
C 0.9536 -1.6498 2.0989
N 0.4977 -0.8605 1.1240
N -0.8690 1.5044 -0.4310
C -1.4781 2.5583 -1.0070
C -1.4012 2.4268 -2.3764
C -0.7107 1.2328 -2.5719
N -0.4002 0.6947 -1.3907
H -0.2840 2.3767 1.5088
H -1.9186 1.4314 1.5078
H -0.4665 0.8044 3.6782
H 0.8589 -1.4881 4.3063
H 1.4802 -2.5602 1.8843
H -1.9251 3.3308 -0.4159
H -1.7832 3.0881 -3.1233
H -0.4325 0.7528 -3.4890
```

Properties
charge: +1
frontier orbital gap (alpha / beta): 5.346 / 4.690 eV
2S+1: 2
LUMO (alpha / beta): -6.79 / -7.44 eV
total energy: -49360.96636 eV
HOMO energy (alpha / beta): -12.13 / -12.13 eV
expectation value of S²: 0.764